{
  "formula": "C10H8F6NO7RhS3",
  "method": "ωB97M-V with the def2-TZVPD basis set",
  "total_energy_ev": -78139.715,
  "lumo_energy_ev": 4.83,
  "e_homo_ev": -0.966,
  "e_above_lowest_kcal_mol": 17.36,
  "charge": -2,
  "gap_ev": 5.80,
  "max_force_ha_per_bohr": 0.00289,
  "symbols": ["Rh", "F", "C", "F", "F", "S", "O", "O", "N", "S", "O", "O", "C", "F", "F", "F", "C", "C", "C", "C", "C", "C", "C", "H", "H", "H", "H", "H", "C", "S", "O", "O", "O", "H", "H", "H"],
  "xyz": [[0.799, 0.936, 0.452], [-2.658, -2.595, -3.287], [-1.371, -2.221, -3.413], [-1.013, -2.448, -4.686], [-1.286, -0.921, -3.177], [-0.328, -3.193, -2.241], [-0.817, -2.821, -0.947], [-0.499, -4.549, -2.684], [1.132, -2.735, -2.582], [1.933, -1.503, -2.022], [1.139, -0.455, -1.437], [3.147, -1.919, -1.387], [2.496, -0.767, -3.618], [3.233, -1.643, -4.322], [3.250, 0.303, -3.380], [1.461, -0.402, -4.374], [0.644, 0.687, 2.110], [-0.187, 0.198, 3.217], [-0.838, -1.035, 3.097], [-1.620, -1.518, 4.133], [-1.764, -0.786, 5.308], [-1.120, 0.439, 5.436], [-0.339, 0.926, 4.398], [-0.723, -1.591, 2.173], [-2.125, -2.471, 4.023], [-2.377, -1.167, 6.117], [-1.232, 1.017, 6.347], [0.165, 1.882, 4.484], [0.036, 4.448, -0.337], [0.200, 3.186, -1.589], [-0.476, 3.699, -2.767], [1.626, 2.948, -1.735], [-0.501, 2.018, -1.001], [0.566, 5.334, -0.683], [0.471, 4.060, 0.582], [-1.023, 4.658, -0.205]],
  "forces_ev_per_angstrom": [[-0.060, -0.039, 0.119], [0.025, 0.019, -0.001], [-0.055, -0.035, 0.029], [0.021, -0.010, -0.003], [-0.021, 0.015, -0.017], [0.061, 0.067, -0.022], [0.033, 0.005, 0.050], [-0.036, -0.014, -0.046], [0.004, -0.066, -0.016], [-0.043, 0.111, 0.018], [-0.021, -0.107, 0.002], [0.000, 0.045, 0.035], [-0.017, -0.033, -0.015], [-0.004, -0.008, 0.005], [0.005, 0.012, 0.015], [0.004, 0.001, -0.006], [0.028, 0.053, -0.050], [-0.015, -0.055, -0.002], [-0.026, 0.005, 0.014], [0.012, 0.006, -0.012], [-0.017, -0.008, 0.026], [-0.001, -0.010, -0.034], [0.016, 0.001, 0.017], [0.012, 0.016, -0.004], [-0.003, 0.000, 0.010], [0.002, -0.001, -0.002], [-0.002, 0.000, 0.003], [0.002, -0.001, 0.001], [0.043, 0.009, -0.069], [-0.068, -0.094, 0.018], [-0.033, 0.082, 0.017], [0.036, 0.076, -0.049], [0.122, -0.053, -0.067], [-0.007, 0.009, 0.025], [0.008, -0.004, 0.004], [-0.003, 0.004, 0.004]]
}

{
  "formula": "C4H6S",
  "method": "ωB97M-V with the def2-TZVPD basis set",
  "total_energy_ev": -15077.235,
  "smiles": "CC1=C(C)S1",
  "lumo_energy_ev": 0.69,
  "e_homo_ev": -7.629,
  "e_above_lowest_kcal_mol": 58.98,
  "charge": 0,
  "gap_ev": 8.32,
  "max_force_ha_per_bohr": 0.07444,
  "symbols": ["C", "C", "C", "C", "S", "H", "H", "H", "H", "H", "H"],
  "xyz": [[0.501, 1.919, 0.139], [-0.312, 0.724, -0.077], [-0.851, -0.438, 0.035], [-0.749, -1.848, -0.067], [-2.456, 0.529, -0.067], [0.844, 2.065, 1.133], [0.120, 2.630, -0.514], [1.413, 1.804, -0.441], [0.281, -2.109, 0.131], [-0.957, -2.306, -1.107], [-1.314, -2.413, 0.588]],
  "forces_ev_per_angstrom": [[1.160, -2.231, -1.574], [-2.030, -1.425, 1.169], [-0.956, 2.906, -1.045], [1.970, -1.985, -2.613], [1.888, 0.115, 0.127], [-0.530, 0.778, 0.907], [-1.294, 2.343, 0.039], [0.686, -0.735, 0.027], [0.528, -0.304, 0.060], [0.082, 1.231, 1.368], [-1.505, -0.695, 1.536]]
}

{
  "formula": "C2H5IO",
  "method": "ωB97M-V with the def2-TZVPD basis set",
  "total_energy_ev": -12302.084,
  "smiles": "C[C@H](O)I",
  "lumo_energy_ev": 0.60,
  "e_homo_ev": -9.197,
  "e_above_lowest_kcal_mol": 18.20,
  "charge": 0,
  "gap_ev": 9.79,
  "max_force_ha_per_bohr": 0.14715,
  "symbols": ["C", "C", "O", "I", "H", "H", "H", "H", "H"],
  "xyz": [[0.634, 0.740, -0.088], [-0.385, -0.373, 0.288], [-0.109, -1.549, -0.058], [-2.531, 0.190, -0.148], [0.289, 0.975, -1.186], [0.512, 1.572, 0.598], [1.699, 0.433, -0.008], [-0.404, -0.329, 1.463], [0.295, -1.659, -0.861]],
  "forces_ev_per_angstrom": [[-1.602, -0.307, -2.445], [0.203, 5.397, 5.300], [-0.453, -4.993, 1.396], [0.576, 0.080, -0.127], [1.383, 0.275, 1.907], [-0.282, 0.301, -0.363], [-0.775, -0.284, -0.250], [-0.485, -0.309, -2.105], [1.436, -0.160, -3.313]]
}

{
  "formula": "C6H9NSi",
  "method": "ωB97M-V with the def2-TZVPD basis set",
  "total_energy_ev": -15730.777,
  "lumo_energy_ev": [0.84, -1.95],
  "e_homo_ev": [-4.162, -8.763],
  "charge": 0,
  "gap_ev": [5.00, 6.81],
  "max_force_ha_per_bohr": 0.09965,
  "spin_multiplicity": 3,
  "symbols": ["C", "C", "C", "C", "C", "C", "N", "Si", "H", "H", "H", "H", "H", "H", "H", "H", "H"],
  "xyz": [[0.831, -2.271, -0.844], [0.271, -2.356, 0.388], [0.914, -1.027, -1.476], [-0.240, -1.188, 1.019], [0.422, 0.146, -0.960], [-0.174, 0.048, 0.303], [-0.674, 1.219, 0.845], [-0.815, 2.813, 0.267], [1.355, -3.080, -1.217], [0.104, -3.279, 1.011], [1.389, -1.235, -2.457], [-0.576, -1.343, 2.110], [0.521, 0.999, -1.595], [-1.044, 1.024, 1.858], [-2.011, 2.893, -0.582], [-0.709, 3.259, 1.657], [0.435, 3.375, -0.328]],
  "forces_ev_per_angstrom": [[-1.074, -0.659, 3.602], [-0.899, -1.218, 1.166], [1.578, 0.028, -3.571], [-0.695, -2.271, 2.839], [-0.196, -1.316, 0.666], [0.168, 4.097, -1.989], [-0.649, -3.949, 3.201], [0.879, 0.745, 0.401], [0.688, -1.660, -0.999], [0.675, 0.745, -1.160], [-0.418, 1.512, 0.368], [0.469, 0.971, -1.900], [-0.261, 0.884, 0.253], [0.957, 0.811, -2.632], [-0.036, 0.409, -0.016], [-0.779, 1.176, 0.074], [-0.409, -0.304, -0.304]]
}

{
  "formula": "C3H4N2O",
  "method": "ωB97M-V with the def2-TZVPD basis set",
  "total_energy_ev": -8201.018,
  "smiles": "C/C(C#N)=N\\O",
  "lumo_energy_ev": 0.37,
  "e_homo_ev": -10.466,
  "e_above_lowest_kcal_mol": 66.12,
  "charge": 0,
  "gap_ev": 10.84,
  "max_force_ha_per_bohr": 0.04936,
  "symbols": ["C", "C", "C", "N", "N", "O", "H", "H", "H", "H"],
  "xyz": [[0.065, 1.018, 0.005], [-0.322, -0.435, 0.021], [-1.724, -0.719, 0.010], [-2.848, -1.024, -0.006], [0.448, -1.436, -0.001], [1.779, -1.252, -0.001], [0.484, 1.291, 0.983], [0.866, 1.229, -0.753], [-0.813, 1.626, -0.249], [2.065, -0.297, -0.010]],
  "forces_ev_per_angstrom": [[0.809, 0.223, -0.405], [0.052, 1.216, -0.319], [-2.186, -1.290, 0.005], [1.825, 0.768, 0.037], [-0.081, -0.894, 0.103], [0.872, 0.976, -0.030], [-0.287, 0.180, -0.158], [-0.717, -0.221, 0.484], [0.404, -0.077, 0.259], [-0.691, -0.880, 0.024]]
}

{
  "formula": "C24H31N3O5S",
  "method": "ωB97M-V with the def2-TZVPD basis set",
  "total_energy_ev": -50935.989,
  "smiles": "CC(C)OCCCNC(=O)[C@H](Cc1ccccc1)NS(=O)(=O)c1ccc2c(c1)CCC(=O)N2",
  "lumo_energy_ev": 0.42,
  "e_homo_ev": -8.985,
  "e_above_lowest_kcal_mol": 0.00,
  "charge": 0,
  "gap_ev": 9.40,
  "max_force_ha_per_bohr": 0.01576,
  "symbols": ["C", "C", "C", "O", "C", "C", "C", "N", "C", "O", "C", "C", "C", "C", "C", "C", "C", "C", "N", "S", "O", "O", "C", "C", "C", "C", "C", "C", "C", "C", "C", "O", "N", "H", "H", "H", "H", "H", "H", "H", "H", "H", "H", "H", "H", "H", "H", "H", "H", "H", "H", "H", "H", "H", "H", "H", "H", "H", "H", "H", "H", "H", "H", "H"],
  "xyz": [[3.849, -1.090, -2.976], [2.922, -2.096, -3.657], [1.717, -1.396, -4.278], [2.415, -3.071, -2.753], [3.342, -4.039, -2.307], [3.719, -3.878, -0.830], [2.546, -4.206, 0.087], [1.535, -3.176, 0.018], [0.928, -2.717, 1.111], [1.075, -3.180, 2.228], [-0.040, -1.538, 0.900], [-1.465, -1.978, 1.269], [-2.356, -0.791, 1.490], [-3.238, -0.353, 0.511], [-4.057, 0.741, 0.736], [-4.000, 1.414, 1.943], [-3.108, 0.999, 2.918], [-2.292, -0.093, 2.691], [0.033, -0.993, -0.438], [0.968, 0.371, -0.615], [0.835, 0.766, -1.987], [2.269, 0.064, -0.104], [0.190, 1.604, 0.412], [0.589, 1.794, 1.720], [-0.084, 2.715, 2.502], [-1.135, 3.452, 1.960], [-1.513, 3.276, 0.622], [-0.848, 2.332, -0.137], [-2.648, 4.099, 0.090], [-2.668, 5.468, 0.762], [-2.647, 5.351, 2.271], [-3.247, 6.077, 3.026], [-1.828, 4.361, 2.741], [3.340, -0.627, -2.134], [4.125, -0.316, -3.686], [4.758, -1.572, -2.621], [3.481, -2.624, -4.451], [2.036, -0.800, -5.128], [0.995, -2.136, -4.613], [1.251, -0.742, -3.547], [4.247, -4.012, -2.926], [2.869, -5.021, -2.447], [4.041, -2.853, -0.640], [4.546, -4.554, -0.608], [2.866, -4.273, 1.130], [2.109, -5.171, -0.201], [1.411, -2.716, -0.876], [0.278, -0.771, 1.619], [-1.853, -2.617, 0.474], [-1.392, -2.567, 2.185], [-3.308, -0.888, -0.427], [-4.750, 1.056, -0.030], [-4.654, 2.253, 2.133], [-3.064, 1.518, 3.864], [-1.607, -0.426, 3.457], [-0.853, -0.899, -0.907], [1.430, 1.239, 2.104], [0.203, 2.870, 3.531], [-1.110, 2.163, -1.170], [-3.588, 3.577, 0.293], [-2.558, 4.210, -0.992], [-1.778, 6.036, 0.475], [-3.546, 6.044, 0.469], [-1.687, 4.332, 3.743]],
  "forces_ev_per_angstrom": [[-0.199, -0.366, -0.068], [0.084, 0.318, -0.389], [0.237, -0.301, 0.204], [-0.242, 0.089, 0.172], [0.370, -0.179, 0.151], [-0.429, -0.085, -0.292], [0.221, -0.123, 0.194], [0.154, -0.030, -0.485], [-0.311, 0.318, -0.137], [-0.041, -0.022, 0.410], [0.286, -0.461, 0.602], [0.268, 0.181, 0.002], [-0.083, -0.054, -0.059], [0.005, -0.030, 0.037], [-0.110, 0.070, -0.038], [-0.098, 0.013, -0.002], [-0.033, -0.012, 0.051], [-0.034, -0.047, -0.049], [0.361, 0.525, -0.182], [-0.248, 0.116, -0.228], [-0.349, 0.150, 0.126], [-0.153, -0.023, 0.489], [0.427, -0.488, -0.404], [0.043, 0.046, 0.107], [-0.048, 0.068, -0.119], [0.330, -0.316, -0.424], [0.077, -0.071, 0.019], [-0.066, 0.176, 0.082], [0.051, 0.052, 0.034], [-0.168, 0.003, -0.073], [-0.097, 0.220, -0.285], [-0.134, 0.163, 0.104], [0.113, -0.209, 0.570], [0.027, 0.028, 0.030], [0.082, 0.102, -0.082], [0.115, -0.001, 0.056], [-0.114, 0.046, 0.157], [0.019, 0.106, -0.096], [-0.063, -0.066, -0.093], [-0.052, 0.018, -0.033], [-0.069, 0.005, -0.022], [0.123, 0.066, -0.002], [0.125, 0.025, 0.014], [0.033, -0.017, 0.006], [-0.071, -0.057, -0.151], [0.101, 0.004, 0.097], [-0.082, 0.033, 0.148], [-0.080, -0.232, 0.056], [-0.038, -0.072, 0.001], [0.027, -0.019, -0.122], [-0.020, -0.095, -0.101], [-0.069, 0.037, -0.065], [-0.060, 0.087, 0.006], [0.012, 0.059, 0.099], [0.105, -0.042, 0.114], [-0.170, 0.126, -0.182], [0.095, -0.048, 0.118], [0.064, 0.031, 0.120], [-0.127, 0.068, -0.156], [-0.027, 0.010, -0.050], [-0.045, -0.033, 0.014], [-0.003, 0.018, 0.006], [0.076, 0.014, 0.119], [-0.099, 0.109, -0.126]]
}